Density functional theory data (wB97M-V/def2-TZVPD) for a cluster of 2 separate species, C2H9N2S in total.

Last column: Löwdin charge in e.
CARTESIAN COORDINATES (ANGSTROEM)
C  -0.059  -1.166  0.329  -0.2892
C  0.858  -0.272  -0.364  -0.4116
N  -0.325  1.745  0.394  0.0763
N  -1.481  -0.935  0.072  0.0377
S  2.461  0.051  0.098  1.0017
H  0.343  -2.132  -0.209  0.1907
H  0.286  -1.262  1.299  0.1064
H  0.756  0.078  -1.317  0.0555
H  -0.107  2.589  -0.058  0.0407
H  -0.886  1.225  -0.251  -0.0008
H  -0.951  1.808  1.210  0.0842
H  -1.980  -1.592  0.639  0.0907
H  -1.863  -0.693  -0.825  0.0972
H  2.948  0.555  -1.017  -0.0795

The energy above the lowest of the compared OMol25 structures with the same formula, charge and spin comes out at 276.3 kJ/mol. The largest force on an atom comes out at 4.4 eV/A. The calculation puts the HOMO energy (spin up / spin down) at -0.5173 / -0.5173 Eh. As for the net charge: +1. The LUMO energy (spin up / spin down) comes out at -5.51 / -5.51 eV. As for the HOMO-LUMO gap (spin up / spin down): 8.569 / 8.569 eV.

Density functional theory data (wB97M-V/def2-TZVPD) for a structure of composition C3AgO.

Last column: Löwdin charge in e.
CARTESIAN COORDINATES (ANGSTROEM)
C  -1.867  -0.792  -0.097  0.4236
C  -0.839  0.299  0.244  -0.0933
O  -2.169  0.437  -0.158  0.3371
C  0.349  0.024  -0.115  0.3226
Ag  2.519  0.042  -0.274  1.0101

The spin multiplicity is 2. The largest force on an atom comes out at 2.8 eV/A. As for the expectation value of S²: 0.77. The calculation puts the HOMO energy (spin up / spin down) at -0.8442 / -0.8298 Eh. As for the net charge: +2. The LUMO energy (spin up / spin down) comes out at -13.10 / -16.09 eV. As for the HOMO-LUMO gap (spin up / spin down): 9.871 / 6.490 eV.

Density functional theory data (wB97M-V/def2-TZVPD) for an isolated molecule of C7H8N2O2.

Last column: Löwdin charge in e.
CARTESIAN COORDINATES (ANGSTROEM)
O  -2.851  -0.373  -1.000  0.1604
C  -1.793  -0.844  -0.863  -0.2128
C  -0.705  -1.550  -0.628  -0.0950
C  0.006  -1.474  0.683  -0.1542
C  0.770  -0.131  0.720  -0.2370
C  1.934  -0.038  -0.271  -0.0659
C  1.765  1.097  -0.971  -0.1457
N  0.652  1.809  -0.633  0.0687
C  -0.084  1.041  0.301  -0.3024
N  -1.268  1.477  0.551  0.0725
O  -1.960  0.654  1.539  -0.0606
H  -0.338  -2.059  -1.541  0.1298
H  -0.778  -1.427  1.393  0.0918
H  0.806  -2.216  0.759  0.1224
H  1.215  -0.088  1.828  0.1917
H  2.724  -0.751  -0.170  0.0952
H  2.435  1.604  -1.777  0.1503
H  0.304  2.605  -1.135  0.1436
H  -2.833  0.666  1.216  0.0472

The energy above the lowest of the compared OMol25 structures with the same formula, charge and spin comes out at 417.3 kJ/mol. The largest force on an atom comes out at 3.4 eV/A. The calculation puts the HOMO energy at -0.2950 Eh. The structure (SMILES) is O=C=CC[C@H]1C=CN/C1=N/O. The LUMO energy comes out at 0.85 eV. As for the HOMO-LUMO gap: 8.873 eV.

Density functional theory data (wB97M-V/def2-TZVPD) for a structure of composition C38H101LiO13.

Last column: Löwdin charge in e.
CARTESIAN COORDINATES (ANGSTROEM)
Li  1.031  -1.336  3.294  0.6720
C  -1.248  0.459  0.817  -0.0902
C  -0.032  -0.421  0.507  -0.4291
O  0.212  -1.466  1.405  -0.3785
H  -1.198  0.861  1.829  0.0707
H  -2.140  -0.162  0.742  0.0338
H  -1.413  1.338  0.194  0.0538
H  0.809  0.273  0.528  0.0713
H  -0.001  -0.730  -0.538  0.0812
C  2.081  1.714  -5.642  -0.0358
C  2.212  0.399  -4.828  -0.5151
C  1.254  0.365  -3.707  -0.0654
O  2.115  -0.760  -5.591  -0.0308
H  2.519  1.625  -6.636  0.0727
H  2.589  2.562  -5.181  0.0810
H  1.072  1.897  -6.009  0.0654
H  3.219  0.289  -4.424  0.1371
H  0.249  0.606  -4.052  0.0775
H  1.644  0.920  -2.853  0.0756
H  1.141  -0.616  -3.246  0.0686
H  1.329  -0.760  -6.142  0.0943
C  3.981  -2.561  4.982  -0.0296
C  3.990  -2.687  3.453  -0.4736
C  4.645  -3.907  2.837  -0.0253
O  2.648  -2.593  3.062  -0.1133
H  3.398  -1.739  5.399  0.0676
H  4.992  -2.273  5.270  0.0784
H  3.777  -3.455  5.571  0.0822
H  4.562  -1.840  3.074  0.1104
H  4.518  -3.954  1.755  0.0603
H  4.360  -4.876  3.247  0.0860
H  5.713  -3.958  3.051  0.0839
H  2.600  -2.782  2.123  0.0310
C  -0.087  -5.125  2.505  -0.0290
C  -0.463  -5.240  0.998  -0.4213
C  -1.378  -6.459  0.757  -0.0451
O  -1.243  -4.078  0.753  -0.0921
H  0.574  -5.923  2.843  0.0739
H  -0.937  -5.108  3.187  0.0862
H  0.621  -4.324  2.717  0.0537
H  0.392  -5.255  0.322  0.1199
H  -2.218  -6.374  1.446  0.0762
H  -0.885  -7.405  0.983  0.0736
H  -1.811  -6.697  -0.215  0.0742
H  -0.718  -3.300  0.952  0.0452
C  3.568  4.786  -1.232  -0.0658
C  2.202  4.202  -1.528  -0.4536
C  1.475  3.841  -0.218  -0.0478
O  1.393  5.278  -2.072  -0.0583
H  3.453  5.702  -0.652  0.0845
H  4.136  5.113  -2.104  0.0769
H  4.247  4.091  -0.738  0.0614
H  2.378  3.360  -2.198  0.1203
H  0.551  3.331  -0.491  0.0576
H  1.233  4.721  0.379  0.0869
H  2.066  3.145  0.376  0.0453
H  0.638  4.864  -2.499  0.0179
C  -1.829  2.932  -2.620  -0.0369
C  -0.930  3.504  -3.755  -0.4839
C  -1.639  3.282  -5.089  -0.0478
O  -0.844  4.842  -3.455  -0.0551
H  -2.763  3.490  -2.552  0.0745
H  -1.316  2.975  -1.659  0.0545
H  -2.018  1.868  -2.763  0.0688
H  0.023  2.975  -3.716  0.1161
H  -1.704  2.213  -5.294  0.0785
H  -1.093  3.613  -5.972  0.0766
H  -2.597  3.801  -5.067  0.0870
H  -1.557  5.368  -3.825  0.1170
C  -2.191  -1.752  -2.418  -0.0540
C  -3.060  -2.972  -2.358  -0.4892
C  -3.650  -3.370  -3.706  -0.0485
O  -2.230  -4.063  -1.921  -0.0621
H  -2.837  -0.930  -2.730  0.0656
H  -1.358  -1.967  -3.087  0.0855
H  -1.890  -1.495  -1.402  0.0559
H  -3.836  -2.851  -1.603  0.1103
H  -2.882  -3.473  -4.473  0.0787
H  -4.384  -2.702  -4.156  0.0747
H  -4.147  -4.324  -3.528  0.0784
H  -2.099  -3.986  -0.973  0.0349
C  -4.907  1.693  1.103  -0.0374
C  -4.822  1.954  -0.401  -0.5082
C  -4.455  0.804  -1.243  -0.0760
O  -6.167  2.209  -0.717  -0.0390
H  -5.649  0.953  1.403  0.0817
H  -5.108  2.683  1.512  0.0654
H  -4.008  1.235  1.516  0.0658
H  -4.137  2.760  -0.662  0.1094
H  -5.074  -0.065  -1.022  0.0880
H  -3.438  0.486  -1.014  0.0477
H  -4.524  0.940  -2.323  0.0871
H  -6.312  3.073  -0.325  0.0871
C  -4.499  -2.784  3.553  -0.0514
C  -3.538  -2.701  2.335  -0.4592
C  -4.264  -2.270  1.068  -0.0514
O  -2.491  -1.810  2.801  -0.0517
H  -4.891  -1.770  3.637  0.0726
H  -4.035  -3.137  4.474  0.0730
H  -5.347  -3.438  3.352  0.0740
H  -3.261  -3.721  2.066  0.1089
H  -4.883  -3.004  0.553  0.0895
H  -3.547  -1.945  0.313  0.0497
H  -4.964  -1.457  1.259  0.0676
H  -1.979  -1.631  2.009  0.0128
C  4.061  0.767  -0.302  -0.0261
C  4.580  0.076  0.988  -0.4907
C  6.042  -0.322  0.878  -0.0374
O  4.354  0.918  2.073  -0.0428
H  4.119  0.129  -1.184  0.0754
H  4.675  1.645  -0.499  0.0696
H  3.075  1.207  -0.153  0.0565
H  4.017  -0.845  1.138  0.1211
H  6.152  -1.067  0.090  0.0762
H  6.378  -0.685  1.850  0.0832
H  6.646  0.531  0.568  0.0837
H  5.015  1.612  2.017  0.1142
C  4.191  -3.489  -1.078  -0.0384
C  2.749  -2.902  -0.979  -0.4290
C  1.742  -3.620  -1.943  -0.0250
O  2.332  -3.166  0.349  -0.0876
H  4.228  -4.505  -0.684  0.0781
H  4.838  -2.928  -0.404  0.0476
H  4.583  -3.566  -2.092  0.0807
H  2.788  -1.833  -1.189  0.1117
H  0.745  -3.180  -1.927  0.0635
H  1.798  -4.679  -1.694  0.0810
H  2.063  -3.533  -2.981  0.0741
H  1.488  -2.745  0.531  0.0395
C  1.321  2.547  3.231  -0.0159
C  1.801  1.487  4.277  -0.4533
C  0.827  1.026  5.352  -0.0377
O  2.171  0.269  3.666  -0.1344
H  2.220  2.975  2.786  0.0626
H  0.779  3.428  3.575  0.0822
H  0.820  1.993  2.438  0.0634
H  2.735  1.843  4.712  0.1357
H  1.264  0.271  6.005  0.0800
H  -0.121  0.732  4.901  0.0880
H  0.658  1.852  6.043  0.0822
H  2.833  0.442  2.993  0.0490
C  -2.335  4.423  1.542  -0.0419
C  -3.232  5.618  1.137  -0.4582
C  -3.225  5.989  -0.345  -0.0422
O  -4.540  5.256  1.592  -0.0665
H  -2.411  4.185  2.603  0.0777
H  -1.286  4.700  1.444  0.0644
H  -2.520  3.509  0.978  0.0571
H  -2.932  6.516  1.676  0.1285
H  -2.222  6.287  -0.649  0.0843
H  -3.884  6.819  -0.603  0.0783
H  -3.614  5.181  -0.965  0.0593
H  -4.459  5.217  2.548  0.0834

The largest force on an atom comes out at 3.2 eV/A. The calculation puts the HOMO energy at -0.3041 Eh. The LUMO energy comes out at 0.19 eV. As for the HOMO-LUMO gap: 8.460 eV.

Density functional theory data (wB97M-V/def2-TZVPD) for a cluster of 2 separate species, C5H10O in total.

Last column: Löwdin charge in e.
CARTESIAN COORDINATES (ANGSTROEM)
C  -1.225  -0.489  1.409  0.0384
C  2.781  0.408  -0.677  0.0430
C  -0.585  -0.134  0.332  -0.4808
C  -0.566  -1.080  -0.844  -0.0658
C  -0.269  1.261  -0.051  -0.0967
O  2.631  -0.220  0.498  -0.0528
H  -1.280  -1.457  1.779  0.0473
H  -1.255  0.204  2.209  0.0561
H  3.768  0.770  -0.557  -0.0121
H  -0.988  -2.026  -0.460  0.0860
H  0.529  -1.006  -1.279  0.1026
H  -1.211  -0.745  -1.583  0.0504
H  -0.900  1.840  -0.876  0.1345
H  0.654  1.272  -0.672  0.0284
H  -0.174  1.847  0.823  0.0592
H  1.701  -0.570  0.460  0.0622

The energy above the lowest of the compared OMol25 structures with the same formula, charge and spin comes out at 472.5 kJ/mol. The largest force on an atom comes out at 3.9 eV/A. The calculation puts the HOMO energy at -0.3271 Eh. The LUMO energy comes out at 0.50 eV. As for the HOMO-LUMO gap: 9.401 eV.

Density functional theory data (wB97M-V/def2-TZVPD) for a structure of composition C8H18FKNO3S.

Last column: Löwdin charge in e.
CARTESIAN COORDINATES (ANGSTROEM)
C  -0.945  3.140  -0.389  -0.0749
O  -2.175  2.874  -1.161  -0.4039
C  -2.548  1.438  -1.098  -0.2924
C  -1.575  0.544  -2.095  -0.1705
C  -1.839  -1.072  -2.021  -0.1881
C  -1.244  -1.818  -0.689  -0.2026
C  -0.311  -0.868  0.278  -0.2195
C  0.532  -1.754  1.419  -0.1598
C  2.092  -1.157  1.335  -0.2802
N  2.876  -1.347  2.613  -0.1352
S  4.435  -0.570  2.293  0.8887
O  4.564  -0.051  0.820  -0.3624
O  5.558  -1.624  2.488  -0.3216
F  4.667  0.851  3.287  -0.2586
H  -0.026  2.926  -1.104  0.1177
H  -0.863  4.264  -0.005  0.1293
H  -0.820  2.467  0.571  0.1103
H  -2.557  1.073  0.014  0.1408
H  -3.652  1.350  -1.543  0.0125
H  -1.871  0.880  -3.201  0.1208
H  -0.462  0.876  -1.950  0.1121
H  -2.977  -1.299  -2.188  0.1171
H  -1.267  -1.551  -2.953  0.1320
H  -2.089  -2.359  -0.043  0.1294
H  -0.533  -2.707  -1.049  0.1254
H  0.500  -0.371  -0.444  0.1167
H  -0.914  -0.068  0.885  0.0972
H  0.044  -1.579  2.485  0.1213
H  0.522  -2.913  1.134  0.1277
H  2.562  -1.666  0.385  0.1503
H  1.947  0.021  1.209  0.1279
H  2.414  -0.685  3.307  0.1207
K  -4.047  2.754  -2.588  1.0719

The energy above the lowest of the compared OMol25 structures with the same formula, charge and spin comes out at 629.7 kJ/mol. The largest force on an atom comes out at 8.5 eV/A. The calculation puts the HOMO energy at -0.4692 Eh. As for the net charge: +1. The LUMO energy comes out at -3.80 eV. As for the HOMO-LUMO gap: 8.964 eV.